# 1
Here is a single C11H14S2 molecule from OMol25. Energies are from ωB97M-V with the def2-TZVPD basis set.

The geometry in XYZ format:
```
27
Properties=species:S:1:pos:R:3
C 2.1485 -1.8251 0.5910
C 1.5820 1.2937 -1.1143
C 3.4756 -1.6158 0.5530
C 1.3039 -0.7822 0.0989
C 2.1347 0.3657 -0.3550
C -0.0354 -0.7126 -0.1158
C 0.0833 1.5337 -1.2225
C -0.7775 0.5406 -0.4752
C -0.0952 1.6186 1.8222
C -1.3775 -2.9978 -1.0168
C -1.2468 1.2729 0.8430
S 3.8652 -0.0143 0.0316
S -1.0985 -2.0379 0.5262
H 1.6330 -2.7796 0.9870
H 2.3091 2.0079 -1.6092
H 4.2302 -2.2012 0.8645
H 0.1608 2.5610 -0.7924
H -0.0888 1.5910 -2.2382
H -1.6380 0.3500 -0.9739
H 0.8495 1.0927 1.6733
H -0.5252 1.3832 2.7836
H 0.3318 2.6473 1.8100
H -1.3781 -4.0059 -0.6160
H -0.6070 -2.7021 -1.8463
H -2.3963 -2.7271 -1.4798
H -1.7110 2.1408 0.5883
H -1.9831 0.7739 1.4692
```

As for the SMILES: CC[C@H]1CC=c2sccc2=C1SC. The HOMO energy comes out at -7.3 eV. Its orbital gap is 7.49 eV. The spin multiplicity is 1. Its LUMO energy is 0.1777 eV.

Here are the Mulliken charges for atoms 1 to 6, given in e: number 1, C, carries -0.920; number 2, C, carries -0.351; number 3, C, carries -0.285; number 4, C, carries 0.293; number 5, C, carries 0.056; number 6, C, carries 0.127

# 2
Here is a molecular structure, C28H22Br2F4O6PPdSeTe from OMol25. Energies are from ωB97M-V with the def2-TZVPD basis set.

The geometry in XYZ format:
```
66
Properties=species:S:1:pos:R:3
Pd -1.0887 -1.0387 -1.8119
F -2.7608 3.8607 -6.7885
C -2.3645 3.2471 -5.6733
C -1.6540 3.9402 -4.7183
F -1.3672 5.2321 -4.9029
C -1.2573 3.2865 -3.5683
F -0.6137 4.0270 -2.6569
C -1.5144 1.9370 -3.3390
P -0.9821 1.1829 -1.7422
C -2.1539 2.0339 -0.6411
C -1.8463 3.1928 0.0636
C -2.8193 3.8163 0.8296
C -4.1042 3.2973 0.8872
C -4.4212 2.1547 0.1664
C -3.4525 1.5241 -0.5979
C 0.6619 1.8402 -1.3757
C 1.0835 1.7984 -0.0486
C 2.3693 2.2071 0.2769
C 3.2385 2.6336 -0.7157
C 2.8285 2.6370 -2.0427
C 1.5468 2.2335 -2.3746
C -2.2762 1.2589 -4.3049
Br -2.8629 -0.5250 -4.1085
C -2.6775 1.9189 -5.4534
F -3.3972 1.2974 -6.3921
H -0.8505 3.6121 0.0204
H -2.5683 4.7111 1.3854
H -4.8579 3.7821 1.4950
H -5.4196 1.7398 0.2089
H -3.6962 0.6195 -1.1359
H 0.4162 1.4174 0.7189
H 2.6933 2.1740 1.3090
H 4.2423 2.9491 -0.4591
H 3.5120 2.9449 -2.8235
H 1.2398 2.2109 -3.4124
O -3.0135 -1.5530 2.2928
Se -1.8880 -1.3274 1.2015
O -0.8433 -0.1252 1.4290
O -2.5350 -1.2526 -0.2992
O -0.9799 -2.8181 1.2099
Br 0.8036 -1.0357 -3.3155
O -2.9190 -3.2649 -3.2271
C -2.0277 -3.7155 -2.5209
O -1.1133 -3.0823 -1.8795
H -1.9796 -4.8054 -2.3397
C 4.1417 -3.1313 5.8541
C 3.3340 -3.0520 4.5862
C 2.5139 -4.1003 4.1920
C 1.7701 -4.0469 3.0188
C 0.8871 -5.2111 2.6600
C 1.8477 -2.8971 2.2137
Te 0.8323 -2.8685 0.3522
C 2.6390 -1.8115 2.6177
C 2.6991 -0.5270 1.8324
C 3.3796 -1.9165 3.7920
H 3.9608 -4.0692 6.3787
H 3.8907 -2.3117 6.5300
H 5.2107 -3.0635 5.6419
H 2.4468 -4.9854 4.8163
H 0.9070 -5.9621 3.4501
H 1.2121 -5.6763 1.7274
H -0.1441 -4.8888 2.5138
H 1.7398 -0.3113 1.3616
H 3.4518 -0.5712 1.0408
H 2.9592 0.3013 2.4928
H 3.9906 -1.0742 4.1024
```

The total charge is -1. The HOMO energy comes out at -5.2 eV. Its orbital gap is 7.38 eV. The spin multiplicity is 1. Its LUMO energy is 2.1625 eV.

Here are the Mulliken charges for atoms 1 to 6, given in e: number 1, Pd, carries 0.395; number 2, F, carries -0.306; number 3, C, carries 0.512; number 4, C, carries 0.214; number 5, F, carries -0.306; number 6, C, carries -0.127

# 3
Here is a molecular structure, C21H40BBeBrClF5N8NaO7S from OMol25. Energies are from ωB97M-V with the def2-TZVPD basis set.

The geometry in XYZ format:
```
87
Properties=species:S:1:pos:R:3
C -1.2750 -5.0730 1.0420
C -0.5303 -3.7563 0.6331
C -0.1361 -2.9868 1.9134
N -0.1285 -1.5000 1.8008
C 0.2329 -1.0116 0.5106
N 1.4881 -1.0483 0.0334
C 1.8361 -0.6017 -1.1611
C 0.9075 -0.0799 -1.9904
C -0.4334 -0.0025 -1.5707
C -1.4613 0.5952 -2.5419
O -1.6678 1.7778 -2.5518
O -2.1553 -0.2482 -3.3617
C -0.7605 -0.4747 -0.2759
C -2.1785 -0.3812 0.2685
C -3.2052 -1.2720 -0.4728
S -4.7722 -1.1050 0.4896
C -5.9222 -2.1958 -0.2701
N -7.1577 -1.9102 -0.4902
N -7.7363 -2.9951 -1.0815
C -6.8272 -3.8974 -1.1622
O -5.6593 -3.4584 -0.6686
H -1.3521 -5.6764 0.1283
H -2.3314 -4.7920 1.2758
H -0.7701 -5.6026 1.8667
H -1.2136 -3.2243 -0.0303
H 0.4006 -4.0781 0.1407
H -0.8690 -3.2303 2.7115
H 0.8435 -3.3471 2.2744
H 0.5893 -1.1341 2.4290
H 2.2335 -1.4389 0.6675
H 2.9343 -0.6703 -1.4169
H 1.2235 0.2773 -2.9685
H -1.9927 -1.1576 -3.0628
H -2.5593 0.6534 0.1902
H -2.2213 -0.6236 1.3376
H -3.4200 -0.8784 -1.4734
H -2.9159 -2.3261 -0.5604
H -6.9073 -4.9024 -1.5578
F 0.4918 1.7787 -0.5568
N -2.8071 -6.8014 3.7534
H -3.0572 -5.8397 4.0032
H -3.0234 -6.9707 2.7196
H -1.8024 -6.9389 3.9163
H -3.3329 -7.4673 4.3281
Br 4.2826 -0.9115 -2.8639
C -0.7934 5.9288 -0.1400
O -0.6229 6.9016 0.5786
N -0.4809 4.6657 0.2518
N -1.3083 6.0437 -1.4052
H -0.6025 3.8491 -0.3221
H -0.0975 4.5577 1.1717
H -1.5389 6.9692 -1.7168
H -1.4586 5.2682 -2.0235
B -4.2018 -6.8164 0.0465
F -5.4074 -6.2340 0.4665
F -4.4302 -8.0875 -0.4465
F -3.5771 -6.0209 -0.9045
F -3.3632 -6.9070 1.2661
Be 3.2201 -2.8218 0.4051
O 3.8508 -0.7707 1.6055
C 4.2800 0.3699 1.7000
O 5.1650 0.6555 2.6313
C 5.8495 1.9219 2.7327
C 5.0058 2.9523 3.4529
C 3.7525 1.4627 0.8104
H 6.1793 2.2592 1.7490
H 6.7508 1.7244 3.3094
H 4.0782 3.1625 2.9195
H 5.5570 3.8853 3.5635
H 4.7266 2.5879 4.4425
H 2.7920 1.8250 1.1908
H 3.5981 1.0488 -0.1870
H 4.4482 2.3225 0.7154
Cl 4.9283 2.3110 -1.1537
Na -5.0272 -5.4645 4.1704
C 3.4551 5.8188 -1.9153
O 4.5501 5.2873 -1.8826
N 2.8810 6.3921 -2.9853
C 1.5636 6.9821 -2.8791
C 3.5863 6.4123 -4.2545
H 2.8123 5.8620 -1.0196
H 0.8917 6.4658 -3.5683
H 1.6061 8.0426 -3.1380
H 1.1849 6.8754 -1.8658
H 3.7991 5.3894 -4.5687
H 4.5332 6.9409 -4.1362
H 2.9829 6.9087 -5.0109
```

The total charge is +1. The HOMO energy comes out at -9.8 eV. Its orbital gap is 2.94 eV. The spin multiplicity is 1. Its LUMO energy is -6.8433 eV.

Here are the Mulliken charges for atoms 1 to 6, given in e: number 1, C, carries -1.376; number 2, C, carries 0.410; number 3, C, carries -0.540; number 4, N, carries -0.108; number 5, C, carries -1.517; number 6, N, carries 1.300

# 4
Here is 2 unconnected molecules or ions with the total composition C6H7INOP from OMol25. Energies are from ωB97M-V with the def2-TZVPD basis set.

The geometry in XYZ format:
```
17
Properties=species:S:1:pos:R:3
C -1.7621 1.3071 0.5981
C -0.6154 0.7667 -0.0037
C -1.9363 1.0414 1.9315
C 0.0187 -0.0913 2.1161
C 0.1926 -0.0267 0.7878
C 0.6554 -1.2510 -3.4839
N -1.1074 0.3210 2.6613
O 2.0047 -2.0951 0.7761
P 1.6591 -0.8914 0.0480
I 3.5655 0.6840 0.4490
H -2.4396 1.9171 0.1417
H -0.3751 0.9485 -1.0590
H -2.8974 1.4054 2.4847
H 0.7520 -0.6570 2.7682
H 1.3267 -1.3810 -4.2597
H 0.8832 -1.7602 -2.5396
H 0.0753 -0.2375 -3.4166
```

The HOMO energy (alpha / beta) comes out at -9.1 / -9.5 eV. Its orbital gap (alpha / beta) is 8.68 / 7.01 eV. The spin multiplicity is 1. Its LUMO energy (alpha / beta) is -0.4059 / -2.4901 eV.

Here are the Mulliken charges for atoms 1 to 6, given in e: number 1, C, carries -0.501; number 2, C, carries -0.263; number 3, C, carries -0.141; number 4, C, carries -0.246; number 5, C, carries 0.488; number 6, C, carries -0.692